Entry from the Open Molecules 2025 dataset: one molecule with the formula C22H29NO2S (wB97M-V/def2-TZVPD).

Its lowest unoccupied orbital energy is 0.7 eV. The value obtained for the HOMO energy is -7.90 eV. Its SMILES is CSc1ccc(CN2CCC(CO)(CCOc3ccccc3)CC2)cc1. The value obtained for the gap between HOMO and LUMO is 0.3157 Eh. As for the calculated total energy: -39704.90828 eV. Its energy above the lowest of the compared OMol25 structures with the same formula, charge and spin is 0.0 kJ/mol.

Each line ends with the Mulliken charge.
CARTESIAN COORDINATES (ANGSTROEM)
C -8.218 -0.995 -1.621  -0.879
S -7.523 -1.708 -0.103  -0.060
C -6.032 -0.793 0.157  0.934
C -5.625 0.276 -0.629  -0.279
C -4.439 0.927 -0.341  -0.697
C -3.640 0.529 0.722  0.144
C -2.352 1.254 1.006  -0.560
N -1.597 1.459 -0.219  0.150
C -0.496 2.390 -0.092  -1.603
C 0.702 1.848 0.700  -0.894
C 1.225 0.525 0.121  2.094
C 1.948 0.768 -1.227  -1.342
O 2.777 1.896 -1.262  -0.655
C 2.154 -0.183 1.134  -1.227
C 3.401 0.576 1.599  -1.105
O 4.414 0.683 0.616  -0.543
C 5.116 -0.428 0.230  0.876
C 5.111 -1.652 0.888  -0.357
C 5.888 -2.693 0.407  -0.696
C 6.669 -2.531 -0.722  -0.482
C 6.676 -1.310 -1.377  -0.503
C 5.906 -0.265 -0.908  -0.420
C 0.039 -0.430 -0.119  -1.317
C -1.143 0.232 -0.841  -1.234
C -4.057 -0.542 1.503  -0.594
C -5.241 -1.196 1.229  -1.035
H -7.509 -1.100 -2.437  0.289
H -8.484 0.045 -1.458  0.280
H -9.112 -1.575 -1.832  0.367
H -6.219 0.613 -1.463  0.331
H -4.114 1.753 -0.956  0.385
H -1.793 0.707 1.783  0.299
H -2.588 2.247 1.408  0.448
H -0.865 3.302 0.385  0.488
H -0.168 2.648 -1.102  0.493
H 1.491 2.601 0.669  0.578
H 0.411 1.696 1.742  0.409
H 2.512 -0.141 -1.491  0.400
H 1.207 0.936 -2.010  0.562
H 3.530 1.730 -0.676  0.482
H 1.571 -0.408 2.031  0.442
H 2.468 -1.136 0.698  0.732
H 3.153 1.610 1.849  0.508
H 3.804 0.099 2.501  0.369
H 4.516 -1.809 1.774  0.319
H 5.876 -3.640 0.926  0.365
H 7.268 -3.350 -1.090  0.389
H 7.281 -1.171 -2.260  0.372
H 5.899 0.691 -1.408  0.398
H 0.375 -1.291 -0.702  0.525
H -0.313 -0.805 0.845  0.457
H -1.981 -0.468 -0.878  0.529
H -0.867 0.476 -1.870  0.354
H -3.450 -0.870 2.335  0.354
H -5.563 -2.028 1.836  0.360

---

Entry from the Open Molecules 2025 dataset: a 3-piece molecular cluster, C3H11NO4 overall (wB97M-V/def2-TZVPD).

Its lowest unoccupied orbital energy is 0.2 eV. The value obtained for the HOMO energy is -9.70 eV. Its SMILES is NC(=O)CCO.O.O. The value obtained for the gap between HOMO and LUMO is 0.3651 Eh. As for the calculated total energy: -12969.40507 eV. Its energy above the lowest of the compared OMol25 structures with the same formula, charge and spin is 159.6 kJ/mol.

Each line ends with the Mulliken charge.
CARTESIAN COORDINATES (ANGSTROEM)
N 0.074 0.080 -0.992  -0.367
C 0.259 -0.488 0.283  0.421
O 0.465 -1.684 0.378  -0.597
C 0.653 0.478 1.373  -0.344
C 0.962 1.917 0.929  -0.589
O -0.237 2.717 0.852  -0.542
H 0.177 -0.655 -1.674  0.238
H -0.726 0.692 -1.079  0.198
H -0.142 0.648 2.101  0.253
H 1.506 0.101 1.917  0.334
H 1.518 2.394 1.742  0.322
H 1.510 1.909 -0.012  0.388
H -0.438 2.833 -0.083  0.320
O 0.981 -5.685 0.387  -0.636
H 0.111 -5.733 -0.025  0.312
H 0.880 -4.889 0.930  0.324
O -2.193 1.571 -2.290  -0.663
H -2.327 2.274 -2.933  0.307
H -3.034 1.519 -1.805  0.320

---

Entry from the Open Molecules 2025 dataset: C25H39N3O6P2SSe4Sn as an isolated structure (wB97M-V/def2-TZVPD).

Its lowest unoccupied orbital energy is -7.2 eV. The value obtained for the HOMO energy is -12.44 eV. As for the total charge: +2. The value obtained for the gap between HOMO and LUMO is 0.1939 Eh. As for the calculated total energy: -339937.15154 eV. Its energy above the lowest of the compared OMol25 structures with the same formula, charge and spin is 0.0 kJ/mol.

Each line ends with the Mulliken charge.
CARTESIAN COORDINATES (ANGSTROEM)
Sn -0.663 0.617 -0.302  0.631
C 1.853 -1.399 3.814  -1.082
C 1.147 -2.728 3.864  0.483
C 0.291 -2.940 5.091  -1.305
O 0.323 -2.930 2.650  -0.131
P -0.649 -2.052 1.829  -0.391
O 0.019 -1.004 0.966  -0.095
C -1.804 -1.254 2.952  -0.545
P -3.084 -0.271 2.137  -0.009
O -2.647 0.181 0.778  -0.613
O -3.337 0.871 3.165  -0.167
C -3.838 2.221 2.793  0.711
C -4.770 2.647 3.900  -1.523
C -2.641 3.126 2.623  -1.375
O -4.351 -1.170 2.019  0.078
C -5.471 -1.212 2.987  0.699
C -6.628 -0.461 2.373  -1.474
C -5.764 -2.669 3.256  -1.388
O -1.415 -3.048 0.918  0.218
C -1.947 -4.348 1.389  0.691
C -0.977 -5.428 0.970  -1.572
C -3.321 -4.499 0.785  -0.853
H 2.515 -1.315 4.676  0.478
H 1.148 -0.564 3.858  0.168
H 2.453 -1.303 2.911  0.308
H 1.869 -3.538 3.773  0.345
H -0.404 -2.115 5.251  0.209
H 0.939 -2.996 5.966  0.495
H -0.264 -3.876 5.027  0.369
H -1.226 -0.583 3.592  0.488
H -2.276 -2.006 3.589  0.644
H -4.376 2.115 1.848  0.359
H -4.232 2.713 4.845  0.346
H -5.600 1.950 4.014  0.343
H -5.182 3.629 3.669  0.428
H -2.088 3.205 3.560  0.326
H -2.978 4.123 2.339  0.452
H -1.971 2.760 1.845  0.178
H -5.132 -0.716 3.898  0.342
H -6.946 -0.945 1.449  0.316
H -6.360 0.571 2.149  0.306
H -7.470 -0.452 3.067  0.450
H -6.075 -3.172 2.340  0.306
H -6.575 -2.747 3.980  0.459
H -4.895 -3.184 3.664  0.299
H -2.010 -4.298 2.481  0.348
H -0.898 -5.453 -0.117  0.272
H -1.343 -6.397 1.310  0.450
H 0.010 -5.263 1.396  0.347
H -3.249 -4.601 -0.298  0.104
H -3.948 -3.639 1.016  -0.010
H -3.793 -5.398 1.184  0.548
N -1.112 -2.800 -3.176  -0.029
C -2.394 -3.403 -3.216  0.239
C -2.595 -4.517 -4.008  -0.682
C -3.856 -5.099 -4.073  -0.680
C -4.906 -4.553 -3.355  -0.780
C -4.695 -3.431 -2.561  -0.614
C -3.437 -2.858 -2.486  0.771
S -3.217 -1.474 -1.410  -0.157
N -1.565 -1.036 -1.688  -0.253
C -0.798 -1.678 -2.506  1.051
C 0.554 -1.104 -2.788  0.190
C 1.255 -1.399 -3.945  -1.004
C 2.470 -0.765 -4.173  -0.535
C 2.930 0.151 -3.246  -0.918
C 2.155 0.405 -2.126  0.204
N 0.999 -0.213 -1.896  0.382
H -0.388 -3.252 -3.705  0.203
H -1.772 -4.932 -4.578  0.432
H -4.012 -5.970 -4.693  0.426
H -5.891 -4.993 -3.410  0.429
H -5.516 -3.001 -1.999  0.446
H 0.862 -2.072 -4.693  0.457
H 3.032 -0.976 -5.072  0.463
H 3.865 0.676 -3.386  0.449
H 2.464 1.126 -1.379  0.142
Se 2.202 1.431 1.517  0.004
Se 3.784 2.933 1.576  -0.040
Se 2.877 4.715 0.362  0.085
Se 0.939 3.945 -0.205  -0.136

---

Entry from the Open Molecules 2025 dataset: C29H21HfN5OPS as an isolated structure (wB97M-V/def2-TZVPD).

Its lowest unoccupied orbital energy is -3.5 eV. The value obtained for the HOMO energy is -10.86 eV. As for the total charge: +1. The value obtained for the gap between HOMO and LUMO is 0.2696 Eh. As for the calculated total energy: -61339.19305 eV.

Each line ends with the Mulliken charge.
CARTESIAN COORDINATES (ANGSTROEM)
Hf -0.487 -0.058 -1.449  1.312
C -3.257 -1.865 4.023  -0.444
C -2.865 -2.530 2.881  -0.678
C -1.870 -1.927 2.103  -0.285
C -1.393 -0.658 2.409  0.614
C -1.753 -0.058 3.588  -0.238
C -2.677 -0.664 4.402  -0.740
P -0.276 0.084 1.247  0.816
C -0.366 1.871 1.122  0.363
C -1.560 2.573 0.941  -0.067
C -1.569 3.966 0.772  -0.716
C -0.372 4.646 0.691  -0.532
C 0.816 3.953 0.854  -0.648
C 0.827 2.613 1.093  -0.607
C 1.434 -0.264 1.661  1.066
C 1.821 -0.543 2.966  -0.933
C 3.198 -0.793 3.164  -0.732
C 4.064 -0.738 2.120  -1.049
C 3.631 -0.492 0.790  0.276
C 4.556 -0.378 -0.267  -0.700
C 4.125 -0.065 -1.521  -1.278
C 2.734 -0.057 -1.785  -0.022
C 1.718 -0.189 -0.809  0.864
C 2.231 -0.300 0.521  0.144
H -3.965 -2.351 4.657  0.438
H -3.313 -3.458 2.552  0.419
H -1.602 -2.427 1.163  0.097
H -1.413 0.941 3.843  0.492
H -3.022 -0.240 5.346  0.409
H -2.502 2.038 0.999  0.344
H -2.501 4.484 0.749  0.480
H -0.369 5.729 0.462  0.361
H 1.769 4.430 0.725  0.442
H 1.740 2.067 1.215  0.394
H 1.143 -0.578 3.825  0.444
H 3.608 -0.989 4.156  0.403
H 5.102 -0.824 2.334  0.445
H 5.638 -0.448 -0.051  0.351
H 4.743 0.089 -2.373  0.488
H 2.483 0.078 -2.823  0.205
C -2.528 -4.335 -1.436  -0.998
C -1.567 -3.271 -1.612  0.482
N -0.899 -2.353 -1.737  -0.495
H -1.977 -5.247 -1.080  0.326
H -3.011 -4.549 -2.380  0.363
H -3.324 -4.092 -0.705  0.254
N 1.064 -0.429 -5.549  -0.338
C 0.447 0.241 -4.592  0.944
O 0.101 -0.451 -3.539  -0.863
C 0.066 1.588 -4.700  -0.098
C 0.304 2.465 -5.788  -0.261
N 0.447 3.144 -6.705  -0.417
C -0.499 1.934 -3.451  0.597
N -0.829 1.983 -2.332  -0.702
H 1.293 -1.389 -5.375  0.250
H 1.428 0.024 -6.369  0.224
S -4.803 -1.176 0.257  -0.311
C -3.488 -0.546 -0.346  0.717
N -2.475 -0.209 -0.857  -0.672

---

Entry from the Open Molecules 2025 dataset: one molecule with the formula C2H5OPS3 (wB97M-V/def2-TZVPD).

Its lowest unoccupied orbital energy is -0.2 eV. The value obtained for the HOMO energy is -9.07 eV. Its SMILES is S=[P@]1(S)OCCS1. The value obtained for the gap between HOMO and LUMO is 0.3270 Eh. As for the calculated total energy: -45997.73830 eV. Its energy above the lowest of the compared OMol25 structures with the same formula, charge and spin is 14.8 kJ/mol.

Each line ends with the Mulliken charge.
CARTESIAN COORDINATES (ANGSTROEM)
S 2.033 0.997 -3.265  -0.320
P 1.357 0.183 -1.662  0.565
S 2.074 -2.001 -1.199  -0.274
O -0.279 0.114 -1.566  -0.337
C -0.805 -0.100 -0.310  -0.486
C -0.291 0.976 0.596  -0.364
S 1.576 1.056 0.269  -0.134
H 3.354 -1.706 -1.241  0.162
H -0.703 -1.122 0.098  0.259
H -1.861 0.050 -0.284  0.310
H -0.903 1.903 0.422  0.287
H -0.417 0.938 1.796  0.332